No. 1
5 unconnected molecules or ions with the total composition C34H41BF7N4O4. Source: OMol25; level of theory: ωB97M-V with the def2-TZVPD basis set.

Computed properties:
- Kohn-Sham gap (eV) = 6.854
- LUMO energy (eV) = 1.87

ORCA input file:
```
! RIJCOSX wB97M-V def2-TZVPD def2/J DEFGRID3
* xyz -1 1
C 4.254 -2.532 3.825
C 4.111 -1.384 2.816
O 3.228 -1.691 1.772
C 1.907 -1.263 2.036
C 1.038 -1.483 0.816
C 1.062 -2.942 0.317
C -0.278 -3.662 0.520
C -0.939 -3.439 1.887
C -2.455 -3.487 1.787
C -3.099 -4.844 1.440
C -2.591 -5.992 2.266
O -2.492 -7.097 1.854
C -2.983 -3.129 3.263
O -3.871 -2.035 3.153
B -4.069 -1.709 1.731
C -5.608 -1.828 1.191
F -6.086 -3.119 1.336
F -5.691 -1.579 -0.135
C -6.640 -0.952 1.912
F -6.857 -1.346 3.138
F -7.824 -1.107 1.262
C -6.366 0.567 1.888
F -7.513 1.184 2.207
F -5.499 0.948 2.762
F -6.054 0.994 0.706
O -3.050 -2.489 1.033
H 5.070 -2.301 4.509
H 3.318 -2.641 4.367
H 4.499 -3.457 3.311
H 5.103 -1.198 2.402
H 3.806 -0.497 3.379
H 1.492 -1.754 2.925
H 1.905 -0.184 2.245
H 0.021 -1.210 1.068
H 1.442 -0.834 0.057
H 1.922 -3.480 0.708
H 1.234 -2.908 -0.760
H -0.953 -3.430 -0.300
H -0.086 -4.734 0.433
H -0.673 -2.504 2.370
H -0.640 -4.253 2.552
H -3.041 -5.057 0.373
H -4.161 -4.733 1.671
H -2.311 -5.762 3.314
H -2.190 -2.718 3.897
H -3.512 -3.954 3.750
H -3.725 -0.526 1.626
N 0.175 1.135 -0.304
C 0.579 1.678 -1.452
C -0.147 2.634 -2.148
C -1.363 3.042 -1.618
C -1.796 2.490 -0.426
C -0.992 1.546 0.189
H 1.532 1.318 -1.830
H 0.225 3.041 -3.078
H -1.967 3.782 -2.129
H -2.738 2.781 0.019
H -1.293 1.085 1.124
N 5.257 2.057 2.086
C 6.521 2.474 2.001
C 7.191 2.675 0.804
C 6.510 2.425 -0.375
C 5.198 1.989 -0.313
C 4.619 1.823 0.936
H 7.015 2.654 2.951
H 8.217 3.018 0.798
H 6.995 2.568 -1.333
H 4.635 1.783 -1.214
H 3.592 1.486 1.033
N 5.182 3.605 -3.686
C 5.406 3.847 -4.977
C 5.740 5.096 -5.479
C 5.846 6.154 -4.590
C 5.615 5.923 -3.244
C 5.290 4.635 -2.847
H 5.309 2.991 -5.635
H 5.913 5.234 -6.537
H 6.104 7.145 -4.943
H 5.687 6.721 -2.518
H 5.102 4.404 -1.804
N -3.728 0.767 -4.795
C -3.451 1.150 -3.547
C -4.383 1.157 -2.520
C -5.676 0.750 -2.801
C -5.983 0.352 -4.092
C -4.977 0.378 -5.045
H -2.428 1.457 -3.372
H -4.102 1.470 -1.524
H -6.430 0.739 -2.025
H -6.981 0.025 -4.354
H -5.173 0.071 -6.068
*
```

***

No. 2
A single C7H5F3O2 molecule. Source: OMol25; level of theory: ωB97M-V with the def2-TZVPD basis set.

Computed properties:
- SMILES = Oc1ccc(OC(F)(F)F)cc1
- Kohn-Sham gap (eV) = 9.409
- energy above the lowest of the compared OMol25 structures with the same formula, charge and spin (kcal per mole) = 0.0
- LUMO energy (eV) = 0.63

ORCA input file:
```
! RIJCOSX wB97M-V def2-TZVPD def2/J DEFGRID3
* xyz 0 1
O 3.519 -0.162 -0.040
C 2.163 -0.139 -0.152
C 1.208 -1.176 -0.011
C -0.233 -0.993 -0.031
C -0.602 0.367 0.067
O -1.900 0.916 0.069
C -2.918 0.047 -0.086
F -3.092 -0.682 1.119
F -4.033 0.672 -0.377
F -2.731 -0.860 -0.932
C 0.244 1.421 0.091
C 1.659 1.178 -0.112
H 3.886 -1.055 0.063
H 1.488 -2.228 -0.134
H -0.871 -1.850 0.121
H -0.063 2.448 0.255
H 2.277 2.095 0.088
*
```

***

No. 3
A molecular structure, C3H5NO2S. Source: OMol25; level of theory: ωB97M-V with the def2-TZVPD basis set.

Computed properties:
- Kohn-Sham gap (spin up / spin down) (eV) = 9.208 / 9.206
- energy above the lowest of the compared OMol25 structures with the same formula, charge and spin (kcal per mole) = 95.2
- LUMO energy (spin up / spin down) (eV) = -0.07 / -0.07

ORCA input file:
```
! RIJCOSX wB97M-V def2-TZVPD def2/J DEFGRID3
* xyz 0 1
C 1.042 -1.725 -0.391
C -0.011 2.655 0.210
C -0.121 -1.444 0.163
N 0.537 1.530 -0.115
O 1.223 0.072 2.195
O -1.255 0.162 2.036
S 0.023 -0.019 1.409
H 1.109 -2.642 -0.963
H 1.976 -1.147 -0.190
H 0.139 3.502 -0.483
H -0.669 2.853 1.036
H -1.053 -1.923 -0.008
*
```

***

No. 4
6 unconnected molecules or ions with the total composition C24H63N3O11. Source: OMol25; level of theory: ωB97M-V with the def2-TZVPD basis set.

Computed properties:
- SMILES = COCCNCCOC.COCCNCCOC.COCCNCCOC.OCCO.OCCO.CCO
- Kohn-Sham gap (eV) = 9.418
- energy above the lowest of the compared OMol25 structures with the same formula, charge and spin (kcal per mole) = 2.2
- LUMO energy (eV) = 0.63

ORCA input file:
```
! RIJCOSX wB97M-V def2-TZVPD def2/J DEFGRID3
* xyz 0 1
C -5.368 1.049 -0.947
O -4.575 1.876 -1.755
C -3.524 2.580 -1.053
C -2.439 1.671 -0.454
N -1.431 2.585 0.052
C -0.243 2.467 -0.803
C 0.826 3.575 -0.590
O 1.824 3.470 -1.315
C 2.773 4.519 -1.220
H -5.824 1.510 -0.051
H -4.709 0.333 -0.502
H -6.022 0.572 -1.588
H -3.883 3.222 -0.273
H -3.160 3.333 -1.769
H -2.051 1.029 -1.267
H -2.769 1.022 0.368
H -1.714 3.541 0.093
H -0.505 2.557 -1.859
H 0.299 1.555 -0.659
H 1.207 3.543 0.434
H 0.342 4.607 -0.857
H 3.040 4.745 -0.189
H 2.446 5.432 -1.728
H 3.685 4.230 -1.789
C 2.696 0.743 -3.220
O 1.744 -0.288 -3.586
C 0.398 0.134 -3.553
C -0.569 -1.022 -3.855
N -1.919 -0.573 -3.689
C -2.891 -1.645 -3.881
C -4.227 -0.963 -3.785
O -5.233 -1.623 -4.088
C -5.538 -2.662 -3.165
H 2.452 1.080 -2.220
H 2.583 1.639 -3.837
H 3.781 0.466 -3.246
H 0.324 0.862 -4.370
H 0.186 0.552 -2.600
H -0.264 -1.855 -3.186
H -0.414 -1.403 -4.832
H -2.155 0.106 -4.449
H -2.811 -2.398 -3.187
H -2.755 -2.076 -4.869
H -4.234 -0.236 -4.534
H -4.324 -0.358 -2.869
H -5.650 -2.183 -2.206
H -4.829 -3.523 -3.085
H -6.489 -3.146 -3.459
C 4.827 3.168 1.104
O 4.682 1.771 0.868
C 3.927 1.229 1.963
C 2.448 1.187 1.552
N 1.632 0.421 2.529
C 0.196 0.585 2.271
C -0.490 -0.195 3.346
O -0.465 0.173 4.495
C -1.308 -0.604 5.374
H 5.044 3.720 0.207
H 5.604 3.288 1.864
H 3.953 3.555 1.632
H 4.053 1.764 2.900
H 4.386 0.241 2.200
H 2.392 0.873 0.536
H 2.007 2.182 1.585
H 1.731 0.716 3.516
H -0.117 0.247 1.288
H -0.108 1.698 2.282
H -0.159 -1.241 3.243
H -1.559 -0.212 3.049
H -1.372 -0.285 6.431
H -1.001 -1.679 5.394
H -2.368 -0.632 5.056
O -3.026 -1.447 -0.862
C -1.822 -1.582 -0.169
C -1.385 -2.932 -0.310
O -0.191 -3.073 0.445
H -2.869 -1.105 -1.764
H -1.023 -0.854 -0.399
H -2.159 -1.349 0.869
H -1.168 -3.088 -1.371
H -2.096 -3.622 0.022
H 0.456 -2.500 0.021
O 2.970 -1.701 3.692
C 2.102 -2.605 4.250
C 2.828 -3.406 5.208
O 2.023 -4.336 5.798
H 2.469 -1.033 3.189
H 1.239 -2.091 4.669
H 1.877 -3.305 3.523
H 3.386 -2.776 5.947
H 3.587 -4.021 4.642
H 1.394 -3.898 6.310
C 3.050 -2.282 0.498
C 2.940 -1.533 -0.734
O 1.618 -1.192 -1.020
H 3.998 -2.217 0.903
H 2.855 -3.351 0.373
H 2.363 -1.941 1.212
H 3.447 -1.948 -1.609
H 3.535 -0.594 -0.598
H 1.580 -0.840 -1.926
*
```

***

No. 5
A molecular structure, C28H29LiN2O2PSi. Source: OMol25; level of theory: ωB97M-V with the def2-TZVPD basis set.

Computed properties:
- Kohn-Sham gap (eV) = 7.120
- energy above the lowest of the compared OMol25 structures with the same formula, charge and spin (kcal per mole) = 0.0
- LUMO energy (eV) = 2.69

ORCA input file:
```
! RIJCOSX wB97M-V def2-TZVPD def2/J DEFGRID3
* xyz -1 1
Li 0.547 -1.877 0.058
O 3.320 -0.777 1.806
C 2.570 -0.088 1.115
O 1.570 -0.468 0.432
C 2.872 1.402 1.011
C 4.201 1.780 0.830
C 4.542 3.105 0.627
C 3.551 4.080 0.618
C 2.233 3.714 0.831
C 1.876 2.380 1.035
P 0.127 1.887 1.342
C -0.479 3.250 2.419
C -1.860 3.477 2.439
C -2.428 4.375 3.326
C -1.628 5.058 4.235
C -0.263 4.823 4.247
C 0.306 3.927 3.349
C -0.582 2.373 -0.290
C -0.709 1.357 -1.236
C -1.183 1.630 -2.512
C -1.547 2.923 -2.858
C -1.427 3.942 -1.923
C -0.944 3.670 -0.650
H 4.954 1.003 0.850
H 5.578 3.381 0.471
H 3.804 5.119 0.449
H 1.465 4.478 0.834
H -2.496 2.937 1.746
H -3.499 4.537 3.314
H -2.069 5.758 4.934
H 0.370 5.338 4.959
H 1.375 3.755 3.379
H -0.430 0.346 -0.967
H -1.274 0.824 -3.229
H -1.925 3.136 -3.850
H -1.708 4.956 -2.184
H -0.857 4.478 0.065
C -3.013 -0.607 0.641
C -2.720 -1.904 -0.062
C -3.750 -2.700 -0.537
C -3.406 -3.878 -1.204
C -2.091 -4.220 -1.375
C -1.063 -3.369 -0.865
N -1.434 -2.225 -0.207
N 0.247 -3.577 -0.963
Si 1.086 -4.886 -1.640
C 0.760 -5.132 -3.485
C 0.698 -6.528 -0.793
C 2.919 -4.548 -1.446
H -4.005 -0.621 1.093
H -2.977 0.220 -0.070
H -2.260 -0.410 1.407
H -4.781 -2.409 -0.389
H -4.184 -4.530 -1.588
H -1.815 -5.132 -1.888
H -0.280 -5.392 -3.696
H 1.392 -5.931 -3.884
H 0.991 -4.215 -4.034
H -0.366 -6.766 -0.864
H 0.952 -6.472 0.269
H 1.258 -7.359 -1.231
H 3.190 -3.640 -1.989
H 3.529 -5.371 -1.828
H 3.175 -4.387 -0.397
*
```

***

No. 6
A single C6H14N2 molecule. Source: OMol25; level of theory: ωB97M-V with the def2-TZVPD basis set.

Computed properties:
- SMILES = CC[C@H](C)/N=C/NC
- Kohn-Sham gap (eV) = 9.791
- energy above the lowest of the compared OMol25 structures with the same formula, charge and spin (kcal per mole) = 66.3
- LUMO energy (eV) = 0.94

ORCA input file:
```
! RIJCOSX wB97M-V def2-TZVPD def2/J DEFGRID3
* xyz 0 1
C 1.599 1.489 1.534
C 0.398 1.659 0.528
C 0.623 0.862 -0.914
C -0.443 1.318 -1.834
N 0.857 -0.538 -0.999
C -0.140 -1.040 -0.525
N -0.348 -2.396 -0.296
C -1.306 -2.882 0.768
H 1.643 0.453 1.936
H 1.291 2.236 2.419
H 2.543 1.666 1.038
H -0.486 1.375 1.121
H 0.067 2.724 0.143
H 1.511 1.399 -1.192
H -1.537 0.834 -1.656
H -0.066 1.020 -2.816
H -0.759 2.441 -1.891
H -1.195 -0.570 -0.267
H 0.516 -2.872 -0.186
H -1.620 -4.030 0.562
H -2.292 -2.340 0.705
H -0.857 -2.808 1.822
*
```

***

No. 7
2 unconnected molecules or ions with the total composition C9H5FNO2. Source: OMol25; level of theory: ωB97M-V with the def2-TZVPD basis set.

Computed properties:
- Kohn-Sham gap (eV) = 6.377
- energy above the lowest of the compared OMol25 structures with the same formula, charge and spin (kcal per mole) = 0.0
- LUMO energy (eV) = 3.54

ORCA input file:
```
! RIJCOSX wB97M-V def2-TZVPD def2/J DEFGRID3
* xyz -1 1
C 0.436 -0.749 -1.226
C 1.256 -0.572 -0.056
C -0.813 -0.235 -1.200
C 0.861 0.278 0.960
C -1.258 0.567 -0.130
C -0.400 0.891 0.972
C -2.218 1.923 1.425
C 0.739 3.450 -0.165
C -2.452 1.237 0.156
N -0.955 1.790 1.861
O 1.737 2.887 -0.080
O -0.160 4.146 -0.327
F -3.575 1.361 -0.574
H 0.876 -1.344 -2.070
H 2.270 -1.200 0.075
H -1.453 -0.606 -2.090
H 1.441 0.387 1.900
H -2.892 2.538 1.987
*
```

***

No. 8
A single C7H8 molecule. Source: OMol25; level of theory: ωB97M-V with the def2-TZVPD basis set.

Computed properties:
- SMILES = CC1=C[C@@H]2[C@@H]3[C@H]1[C@H]23
- Kohn-Sham gap (eV) = 9.262
- energy above the lowest of the compared OMol25 structures with the same formula, charge and spin (kcal per mole) = 74.0
- LUMO energy (eV) = 1.18

ORCA input file:
```
! RIJCOSX wB97M-V def2-TZVPD def2/J DEFGRID3
* xyz 0 1
C -1.032 0.300 1.945
C -0.487 0.038 0.581
C -1.040 -0.547 -0.483
C 0.051 -0.630 -1.517
C 1.412 -0.617 -0.844
C 0.903 0.422 0.118
C 0.870 0.625 -1.387
H -0.389 -0.163 2.705
H -1.079 1.371 2.180
H -2.031 -0.132 2.054
H -2.086 -0.751 -0.669
H -0.058 -1.132 -2.473
H 2.307 -1.233 -0.880
H 1.603 0.991 0.724
H 1.057 1.459 -2.054
*
```